ORCA calculation (the ωB97M-V functional and the def2-TZVPD basis) on a cluster of 10 separate species, C42H44BF4O24 in total in a non-equilibrium geometry.

Calculated values
- calculated total energy (eV) = -104940.075
- LUMO energy (eV) = -0.7285
- total charge = -1
- highest occupied orbital energy (Eh) = -0.252

CARTESIAN COORDINATES (ANGSTROEM)
B1 -0.743 0.297 0.038
F1 -0.664 -0.259 1.342
F2 -2.044 0.147 -0.456
F3 -0.379 1.617 0.128
F4 0.255 -0.359 -0.755
C1 2.759 0.688 -5.377
C2 3.821 1.697 -5.809
C3 4.761 2.381 -4.809
O1 5.542 3.240 -5.186
C4 4.562 1.952 -3.537
C5 3.503 0.929 -3.097
C6 2.505 0.353 -3.993
O2 1.558 -0.334 -3.685
O3 3.459 0.545 -1.805
O4 4.037 2.046 -7.129
H1 1.966 0.392 -6.207
H2 5.342 2.344 -2.787
H3 2.710 0.001 -1.582
H4 4.835 2.682 -7.258
C7 -0.130 2.604 -6.106
C8 -1.066 1.442 -6.123
C9 -1.585 0.842 -4.831
O5 -2.513 -0.084 -4.817
C10 -1.225 1.463 -3.657
C11 -0.233 2.578 -3.641
C12 0.238 3.275 -4.843
O6 0.967 4.174 -4.795
O7 0.191 3.089 -2.398
O8 -1.550 0.763 -7.293
H5 0.190 3.145 -7.103
H6 -1.598 1.057 -2.718
H7 -0.020 2.421 -1.773
H8 -2.383 0.370 -7.182
C13 0.488 -5.165 -1.764
C14 0.869 -3.687 -1.618
C15 2.195 -3.206 -1.442
O9 2.532 -1.988 -1.485
C16 3.180 -4.249 -1.171
C17 2.769 -5.773 -1.133
C18 1.482 -6.147 -1.670
O10 1.276 -7.299 -1.978
O11 3.457 -6.768 -0.480
O12 -0.135 -2.763 -1.798
H9 -0.540 -5.331 -2.027
H10 4.134 -3.919 -0.636
H11 4.305 -6.461 -0.154
H12 0.200 -1.716 -1.641
C19 -4.333 -4.757 2.892
C20 -3.331 -5.499 2.000
C21 -2.426 -4.828 1.159
O13 -1.751 -5.444 0.400
C22 -2.307 -3.374 1.263
C23 -3.228 -2.573 2.254
C24 -4.276 -3.285 2.972
O14 -5.131 -2.713 3.656
O15 -2.997 -1.295 2.611
O16 -3.396 -6.919 1.894
H13 -5.014 -5.273 3.343
H14 -1.546 -2.826 0.871
H15 -2.258 -0.886 2.267
H16 -2.916 -7.158 1.091
C25 0.717 5.311 4.120
C26 0.988 4.182 3.187
C27 2.283 3.969 2.585
O17 2.497 3.169 1.708
C28 3.408 4.875 3.069
C29 3.085 6.013 4.070
C30 1.780 6.237 4.585
O18 1.546 7.153 5.346
O19 4.093 6.950 4.234
O20 -0.019 3.326 2.669
H17 -0.446 5.472 4.319
H18 4.327 4.706 2.681
H19 4.929 6.711 3.750
H20 0.279 2.807 1.807
C31 -5.631 -2.981 -1.561
C32 -5.929 -1.477 -1.931
O21 -7.094 -1.105 -2.308
C33 -4.819 -0.537 -1.833
H21 -5.360 -3.146 -0.515
H22 -4.910 -3.328 -2.016
H23 -6.508 -3.518 -1.604
H24 -4.049 -0.738 -2.461
H25 -4.705 -0.678 -0.741
H26 -5.229 0.378 -2.060
C34 -3.193 2.420 2.848
C35 -4.559 2.813 2.287
O22 -5.215 3.925 2.458
C36 -5.229 1.922 1.289
H27 -3.072 1.637 3.398
H28 -2.589 3.421 3.238
H29 -2.420 2.112 2.145
H30 -5.104 1.058 1.763
H31 -4.846 2.046 0.462
H32 -6.152 2.129 1.376
C37 -0.033 -0.874 4.219
C38 0.611 -0.644 5.578
O23 0.885 -1.527 6.331
C39 0.799 0.932 5.875
H33 -0.725 -0.259 4.188
H34 -0.051 -1.899 3.958
H35 0.665 -0.764 3.476
H36 1.006 1.670 5.041
H37 1.656 0.668 6.578
H38 -0.014 1.475 6.501
C40 5.172 0.817 1.607
C41 4.677 -0.566 1.129
O24 5.447 -1.272 0.568
C42 3.308 -0.990 1.611
H39 4.995 0.878 2.761
H40 4.727 1.704 0.964
H41 6.280 0.921 1.652
H42 3.263 -0.937 2.586
H43 3.420 -1.988 1.539
H44 2.633 -0.759 0.988